Entry 1:
Entry from the OMol25 dataset: a cluster of 2 separate species, C4H11NO2 in total at a distorted geometry (the ωB97M-V functional and the def2-TZVPD basis).

XYZ file:
```
18
C4H11NO2 (the ωB97M-V functional and the def2-TZVPD basis)
C 0.274 -1.445 1.013
C 0.174 -2.550 2.119
O -0.984 -1.289 0.375
H 0.558 -0.504 1.483
H 1.008 -1.706 0.256
H 0.626 -3.485 1.800
H -1.046 -1.877 -0.391
H -0.894 -2.732 2.209
H 0.630 -2.171 3.022
C 0.958 1.445 -2.070
C 0.177 1.441 -0.799
O 0.587 1.629 0.319
N -1.204 1.200 -0.938
H 1.345 2.461 -2.187
H 0.481 1.108 -2.979
H -1.777 1.148 -0.098
H -1.669 1.036 -1.824
H 1.872 0.876 -1.887
```

Results
2S+1   2
Orbital gap (spin up / spin down)   12.475 / 5.402 eV
Largest force on an atom   0.02782 Eh/bohr
Energy relative to the best compared isomer or geometry (same formula, charge and spin)   22.6 kcal/mol
HOMO energy (spin up / spin down)   -15.76 / -14.62 eV
Net charge   +1

Atomic partial charges in e from the Löwdin method, atoms 1 to 8: -0.24 -0.01 0.01 0.11 0.12 0.08 0.13 0.08

Entry 2:
Entry from the OMol25 dataset: the ion C4H11NO2PS with charge -1 at a distorted geometry (the ωB97M-V functional and the def2-TZVPD basis).

XYZ file:
```
20
C4H11NO2PS (the ωB97M-V functional and the def2-TZVPD basis)
C -1.962 -1.644 -0.470
C -1.855 -0.203 0.118
C -0.534 0.583 -0.011
C -0.686 2.129 -0.124
S 0.607 0.169 1.343
P 2.116 0.036 -0.101
N 3.281 -0.727 0.970
O 1.790 -1.030 -1.067
O 2.466 1.405 -0.497
H -1.706 -2.245 0.370
H -2.993 -1.757 -0.813
H -1.312 -1.836 -1.274
H -1.871 -0.374 1.247
H -2.602 0.314 -0.421
H 0.125 0.195 -0.870
H -0.655 2.379 0.891
H -1.636 2.204 -0.632
H 0.013 2.498 -0.773
H 4.120 -0.350 1.375
H 3.295 -1.746 0.741
```

Results
Orbital gap   7.852 eV
Largest force on an atom   0.08160 Eh/bohr
Energy relative to the best compared isomer or geometry (same formula, charge and spin)   8.5 kcal/mol
HOMO energy   -4.27 eV
Net charge   -1

Atomic partial charges in e from the Löwdin method, atoms 1 to 8: -0.10 -0.28 -0.72 -0.11 0.67 -0.04 -0.16 -0.41

Entry 3:
Entry from the OMol25 dataset: a cluster of 2 separate species, C4H11NO2S in total at a distorted geometry (the ωB97M-V functional and the def2-TZVPD basis).

XYZ file:
```
19
C4H11NO2S (the ωB97M-V functional and the def2-TZVPD basis)
C 0.534 0.607 0.858
N -0.765 1.240 1.089
C -1.678 0.590 2.209
O -1.741 1.314 3.312
C 0.690 0.045 -0.608
C 1.707 -1.098 -0.720
S 1.568 -2.152 -2.247
H 0.641 -0.264 1.522
H 1.307 1.379 0.968
H -0.668 2.168 1.481
H -1.179 -0.396 2.336
H -2.640 0.509 1.696
H 1.063 0.910 -1.169
H -0.278 -0.321 -0.936
H 1.657 -1.691 0.203
H 2.695 -0.711 -0.830
H -1.101 0.039 -2.824
H -0.631 -1.428 -2.954
O -1.183 -0.741 -3.385
```

Results
Orbital gap   6.186 eV
Largest force on an atom   0.02929 Eh/bohr
Energy relative to the best compared isomer or geometry (same formula, charge and spin)   16.5 kcal/mol
HOMO energy   -0.16 eV
Net charge   -2

Atomic partial charges in e from the Löwdin method, atoms 1 to 8: -0.29 -0.09 -0.56 -0.37 -0.30 -0.74 0.08 0.08

Entry 4:
Entry from the OMol25 dataset: a cluster of 2 separate species, C4H11NO2S in total at a distorted geometry (the ωB97M-V functional and the def2-TZVPD basis).

XYZ file:
```
19
C4H11NO2S (the ωB97M-V functional and the def2-TZVPD basis)
C 1.058 1.165 0.172
N 0.694 -0.238 0.106
C -0.710 -0.484 -0.095
C -1.512 -0.530 1.179
S -0.655 -1.521 2.586
C -1.425 0.505 -1.172
O -1.650 1.743 -1.030
H 1.042 1.622 1.133
H 0.236 1.791 -0.228
H 1.997 1.339 -0.393
H 0.990 -0.682 1.024
H -0.839 -1.509 -0.489
H -2.582 -0.755 1.093
H -1.521 0.549 1.574
H -2.405 0.054 -1.448
H -0.722 0.259 -2.157
H 1.999 -1.337 -0.727
H 3.073 -0.504 -0.484
O 2.933 -1.467 -0.643
```

Results
Orbital gap   5.580 eV
Largest force on an atom   0.08202 Eh/bohr
Energy relative to the best compared isomer or geometry (same formula, charge and spin)   48.5 kcal/mol
HOMO energy   0.62 eV
Net charge   -2

Atomic partial charges in e from the Löwdin method, atoms 1 to 8: -0.15 -0.16 -0.48 -0.66 -0.04 -0.58 -0.32 0.05

Entry 5:
Entry from the OMol25 dataset: the molecule C4H11NO2S at a distorted geometry (the ωB97M-V functional and the def2-TZVPD basis).

XYZ file:
```
19
C4H11NO2S (the ωB97M-V functional and the def2-TZVPD basis)
N 0.581 -2.023 -0.784
C -0.651 -1.396 -0.348
C -0.596 0.166 0.109
S -2.417 0.619 0.064
C 0.066 0.283 1.549
O 1.398 -0.197 1.549
C 0.047 1.113 -0.896
O 1.473 0.849 -1.067
H 1.173 -2.138 0.093
H 1.107 -1.379 -1.372
H -0.951 -1.950 0.503
H -1.390 -1.409 -1.120
H -2.407 1.597 0.981
H -0.531 -0.303 2.220
H 0.148 1.329 1.776
H 1.750 0.120 0.732
H -0.086 2.132 -0.577
H -0.535 0.985 -1.897
H 1.822 1.603 -1.515
```

Results
Orbital gap   9.499 eV
Largest force on an atom   0.04782 Eh/bohr
Energy relative to the best compared isomer or geometry (same formula, charge and spin)   34.9 kcal/mol
HOMO energy   -9.06 eV

Atomic partial charges in e from the Löwdin method, atoms 1 to 8: 0.00 -0.28 -0.67 0.79 -0.23 -0.05 -0.26 -0.08

Entry 6:
Entry from the OMol25 dataset: a cluster of 2 separate species, C4H11NO2S in total at a distorted geometry (the ωB97M-V functional and the def2-TZVPD basis).

XYZ file:
```
19
C4H11NO2S (the ωB97M-V functional and the def2-TZVPD basis)
C -0.719 -2.374 -1.217
C -0.647 1.300 -0.719
C 2.130 -0.445 3.126
C -0.953 -0.954 -1.640
N -0.403 -0.104 -0.880
O -0.304 0.390 2.489
O 0.280 -1.973 2.303
S 0.745 -0.428 1.937
H -0.124 -2.210 -0.318
H -1.650 -3.024 -1.075
H -0.026 -2.845 -1.968
H -1.500 1.645 -1.419
H -0.990 1.330 0.351
H 0.184 2.001 -0.738
H 2.894 0.356 3.023
H 1.863 -0.571 4.220
H 2.590 -1.446 2.890
H -1.687 -0.596 -2.438
H 0.216 -2.727 1.709
```

Results
2S+1   3
Orbital gap (spin up / spin down)   5.588 / 8.030 eV
Largest force on an atom   0.11769 Eh/bohr
Energy relative to the best compared isomer or geometry (same formula, charge and spin)   43.8 kcal/mol
HOMO energy (spin up / spin down)   -4.91 / -9.63 eV

Atomic partial charges in e from the Löwdin method, atoms 1 to 8: -0.12 -0.11 -0.25 -0.33 -0.04 -0.46 -0.32 0.82

Entry 7:
Entry from the OMol25 dataset: a cluster of 2 separate species, C4H11NO2S in total at a distorted geometry (the ωB97M-V functional and the def2-TZVPD basis).

XYZ file:
```
19
C4H11NO2S (the ωB97M-V functional and the def2-TZVPD basis)
O 1.021 0.998 -0.635
C 0.826 1.018 0.562
N 0.165 -0.032 1.187
C -0.100 -1.300 0.462
C -1.577 -1.576 0.161
S -2.350 -0.057 -0.405
C 1.342 2.116 1.441
H -0.564 0.252 1.834
H 0.512 -1.084 -0.467
H 0.186 -2.102 1.163
H -2.279 -2.063 0.881
H -1.756 -2.446 -0.454
H -1.999 -0.090 -1.768
H 2.216 2.566 0.923
H 0.751 2.957 1.827
H 1.782 1.820 2.410
H 0.371 0.193 -2.558
H 1.194 -0.717 -3.292
O 0.262 -0.453 -3.273
```

Results
2S+1   2
Orbital gap (spin up / spin down)   10.217 / 5.051 eV
Largest force on an atom   0.04812 Eh/bohr
Energy relative to the best compared isomer or geometry (same formula, charge and spin)   36.1 kcal/mol
HOMO energy (spin up / spin down)   -14.22 / -14.17 eV
Net charge   +1

Atomic partial charges in e from the Löwdin method, atoms 1 to 8: 0.06 -0.52 0.01 -0.19 -0.45 1.17 0.01 0.14

Entry 8:
Entry from the OMol25 dataset: a cluster of 2 separate species, C4H11NO2S in total at a distorted geometry (the ωB97M-V functional and the def2-TZVPD basis).

XYZ file:
```
19
C4H11NO2S (the ωB97M-V functional and the def2-TZVPD basis)
C 0.066 -2.001 -0.593
N 0.060 -0.873 0.312
C 0.460 0.377 -0.466
C -0.391 1.448 0.158
S 0.004 3.176 -0.363
C 1.952 0.462 -0.454
O 2.528 -0.323 0.307
H 1.023 -2.067 -1.136
H -0.248 -2.950 -0.381
H -0.690 -1.995 -1.374
H 0.635 -1.095 1.114
H -0.006 0.329 -1.418
H -1.497 1.330 0.036
H -0.375 1.406 1.286
H 0.920 3.445 0.584
H 2.520 1.042 -1.107
H -2.256 -0.369 0.509
H -2.038 -0.879 1.766
O -2.667 -0.464 1.221
```

Results
2S+1   2
Orbital gap (spin up / spin down)   9.260 / 4.536 eV
Largest force on an atom   0.21794 Eh/bohr
Energy relative to the best compared isomer or geometry (same formula, charge and spin)   87.9 kcal/mol
HOMO energy (spin up / spin down)   -13.52 / -13.50 eV
Net charge   +1

Atomic partial charges in e from the Löwdin method, atoms 1 to 8: 0.00 0.18 -0.31 -0.52 0.78 -0.12 0.09 0.15

Entry 9:
Entry from the OMol25 dataset: the molecule C4H11NO2Si at a distorted geometry (the ωB97M-V functional and the def2-TZVPD basis).

XYZ file:
```
19
C4H11NO2Si (the ωB97M-V functional and the def2-TZVPD basis)
C 2.859 -1.448 1.340
N 1.606 -1.055 1.177
O 0.723 -1.274 2.011
O 1.172 -0.349 0.044
Si -0.603 0.386 -0.459
C -1.001 1.545 0.990
C -0.195 1.252 -2.091
C -1.732 -1.133 -0.593
H 3.584 -1.245 0.579
H 3.074 -1.989 2.235
H -0.831 1.028 1.931
H -0.367 2.429 0.981
H -2.035 1.876 0.973
H 0.744 1.794 -2.041
H -0.131 0.551 -2.917
H -0.979 1.968 -2.327
H -1.716 -1.689 0.340
H -2.762 -0.845 -0.790
H -1.411 -1.802 -1.384
```

Results
Orbital gap   9.134 eV
Largest force on an atom   0.05629 Eh/bohr
Energy relative to the best compared isomer or geometry (same formula, charge and spin)   53.2 kcal/mol
HOMO energy   -8.41 eV

Atomic partial charges in e from the Löwdin method, atoms 1 to 8: 0.07 -0.41 -0.06 -0.19 0.70 -0.17 -0.17 -0.17

Entry 10:
Entry from the OMol25 dataset: a cluster of 2 separate species, C4H11NO3 in total at a distorted geometry (the ωB97M-V functional and the def2-TZVPD basis).

XYZ file:
```
19
C4H11NO3 (the ωB97M-V functional and the def2-TZVPD basis)
C 0.766 -0.740 2.496
C 0.025 -0.279 1.270
O -0.367 0.896 1.140
O 0.210 -1.074 0.243
C -1.219 -1.323 -0.454
N -2.038 -0.243 -0.753
H 0.773 0.057 3.267
H 0.328 -1.660 2.888
H 1.808 -0.954 2.217
H -1.768 -2.085 0.127
H -0.863 -1.798 -1.364
H -2.490 0.175 0.052
H -1.591 0.455 -1.312
C 1.123 1.403 -2.011
O 1.510 1.584 -0.679
H 0.300 2.080 -2.285
H 1.986 1.628 -2.659
H 0.811 0.374 -2.213
H 0.697 1.504 0.031
```

Results
Orbital gap   10.102 eV
Largest force on an atom   0.07275 Eh/bohr
Energy relative to the best compared isomer or geometry (same formula, charge and spin)   52.3 kcal/mol
HOMO energy   -9.48 eV

Atomic partial charges in e from the Löwdin method, atoms 1 to 8: 0.02 -0.56 0.02 -0.01 -0.16 0.06 0.10 0.09

Entry 11:
Entry from the OMol25 dataset: a cluster of 2 separate species, C4H11NO3 in total at a distorted geometry (the ωB97M-V functional and the def2-TZVPD basis).

XYZ file:
```
19
C4H11NO3 (the ωB97M-V functional and the def2-TZVPD basis)
C -2.081 0.632 0.306
C -0.815 -0.286 0.054
O -0.583 -0.890 1.327
C 0.644 0.734 0.084
N 0.389 1.610 1.262
C 1.774 -0.221 0.143
O 1.816 -1.260 -0.511
H -2.848 0.324 0.990
H -2.686 0.809 -0.629
H -1.709 1.604 0.480
H -0.845 -1.031 -0.743
H 0.109 -1.561 1.471
H 0.748 1.395 -0.804
H 0.110 1.014 2.072
H 1.180 2.129 1.588
H 2.702 -0.032 0.700
O 0.480 -1.390 -2.733
H 0.957 -1.435 -1.916
H 0.658 -2.147 -3.140
```

Results
Orbital gap   9.959 eV
Largest force on an atom   0.11369 Eh/bohr
Energy relative to the best compared isomer or geometry (same formula, charge and spin)   75.9 kcal/mol
HOMO energy   -9.62 eV

Atomic partial charges in e from the Löwdin method, atoms 1 to 8: -0.04 -0.23 -0.11 -0.23 0.01 -0.19 0.02 0.07

Entry 12:
Entry from the OMol25 dataset: a cluster of 2 separate species, C4H11NO3 in total at a distorted geometry (the ωB97M-V functional and the def2-TZVPD basis).

XYZ file:
```
19
C4H11NO3 (the ωB97M-V functional and the def2-TZVPD basis)
C 0.975 1.372 1.959
N 1.455 0.559 0.874
C 0.820 -0.606 0.513
O 0.010 -1.133 1.241
C 1.075 -1.059 -0.904
C -0.205 -1.117 -1.808
O -1.407 -0.762 -1.124
H 0.148 0.898 2.476
H 1.780 1.661 2.635
H 0.544 2.315 1.595
H 2.251 0.830 0.326
H 1.270 -2.116 -0.731
H 1.900 -0.668 -1.487
H -0.440 -2.129 -2.129
H -0.033 -0.504 -2.694
H -1.497 0.196 -1.163
O -3.004 0.876 0.455
H -3.189 1.301 -0.385
H -2.454 0.086 0.352
```

Results
Orbital gap   10.142 eV
Largest force on an atom   0.04486 Eh/bohr
Energy relative to the best compared isomer or geometry (same formula, charge and spin)   38.6 kcal/mol
HOMO energy   -9.57 eV

Atomic partial charges in e from the Löwdin method, atoms 1 to 8: -0.08 0.01 -0.51 0.07 -0.07 -0.20 -0.09 0.08

Entry 13:
Entry from the OMol25 dataset: a cluster of 2 separate species, C4H11NO3 in total (the ωB97M-V functional and the def2-TZVPD basis).

XYZ file:
```
19
C4H11NO3 (the ωB97M-V functional and the def2-TZVPD basis)
C 2.548 1.021 0.162
C 1.038 1.138 0.340
N 0.548 0.242 1.374
C -0.440 -0.760 1.068
C -0.548 -1.239 -0.366
O -1.557 -1.234 -1.010
O 0.597 -1.829 -0.801
H 2.825 1.485 -0.792
H 2.798 -0.026 0.029
H 3.116 1.515 0.951
H 0.609 0.844 -0.617
H 0.647 2.142 0.480
H 1.171 -0.036 2.112
H -0.279 -1.665 1.657
H -1.442 -0.404 1.335
H 0.477 -2.637 -1.314
O -2.066 2.187 -0.626
H -2.200 1.271 -0.346
H -2.512 2.680 0.071
```

Results
Orbital gap   9.261 eV
Largest force on an atom   0.01892 Eh/bohr
Energy relative to the best compared isomer or geometry (same formula, charge and spin)   34.3 kcal/mol
HOMO energy   -8.67 eV

Atomic partial charges in e from the Löwdin method, atoms 1 to 8: -0.09 -0.28 -0.06 -0.15 -0.52 0.12 0.09 0.07

Entry 14:
Entry from the OMol25 dataset: the molecule C4H11NO3 at a distorted geometry (the ωB97M-V functional and the def2-TZVPD basis).

XYZ file:
```
19
C4H11NO3 (the ωB97M-V functional and the def2-TZVPD basis)
C -0.955 1.582 -0.878
C -0.120 0.319 -1.005
O 1.189 0.492 -1.384
O -0.803 -0.588 -1.787
C 0.034 -0.437 0.607
C 0.983 -1.633 0.682
N 0.589 0.628 1.403
O -1.262 -0.767 1.104
H -1.871 1.370 -0.333
H -0.394 2.372 -0.384
H -1.187 1.925 -1.887
H 1.399 1.440 -1.382
H -0.257 -1.277 -1.181
H 1.077 -1.966 1.716
H 0.592 -2.472 0.107
H 1.949 -1.350 0.272
H -0.135 1.297 1.639
H 0.916 0.274 2.296
H -1.746 -1.211 0.395
```

Results
Orbital gap   9.967 eV
Largest force on an atom   0.09012 Eh/bohr
Energy relative to the best compared isomer or geometry (same formula, charge and spin)   52.8 kcal/mol
HOMO energy   -9.21 eV

Atomic partial charges in e from the Löwdin method, atoms 1 to 8: 0.00 -0.62 0.04 0.02 -0.55 -0.02 0.09 -0.01